Entry 1:
Density functional theory data (ωB97M-V/def2-TZVPD) for a cluster of 2 separate species, C5H13N in total at a distorted geometry.

The geometry in ORCA input format:
```
! wB97M-V def2-TZVPD RIJCOSX def2/J DEFGRID3
* xyz 1 2
C 4.13535 -1.23441 -0.80601
C 2.79342 -0.72991 -0.49579
C 2.57735 -0.17542 0.75999
H 4.38199 -1.88539 0.03711
H 4.91689 -0.44925 -0.81094
H 4.12894 -1.54574 -1.85480
H 1.94996 -0.60402 -1.17027
H 1.71830 -0.61046 1.26595
H 3.41145 0.05949 1.42137
C -3.97190 0.89770 -0.20532
C -2.46626 0.57460 -0.26177
N -1.88839 0.79083 1.11609
H -4.22180 1.75983 0.42693
H -4.41701 0.04575 0.33237
H -4.42921 1.12515 -1.16611
H -2.09328 1.36022 -0.95127
H -2.14639 -0.37327 -0.70080
H -1.75457 -0.18312 1.38053
H -2.62482 1.17742 1.68275
*
```

Largest force on an atom in hartree/bohr: 0.061
Gap between HOMO and LUMO (alpha / beta) in eV: 5.914 / 3.382
Expectation value of S²: 0.754

***

Entry 2:
Density functional theory data (ωB97M-V/def2-TZVPD) for a cluster of 2 separate species, C3H6NOP in total at a distorted geometry.

The geometry in ORCA input format:
```
! wB97M-V def2-TZVPD RIJCOSX def2/J DEFGRID3
* xyz 0 1
C 0.06244 -0.86186 2.99564
C 0.17828 0.87985 -2.42089
C -0.65632 -0.13467 1.99087
N 0.59640 -1.32490 3.91316
O 0.66142 -0.07026 -1.47964
P -0.22934 -1.10967 -0.55567
H -0.54338 0.45422 -3.17534
H 1.17784 1.13715 -3.10310
H -0.29260 1.75327 -2.14711
H -1.66780 -0.23606 2.17544
H -0.27389 0.89191 1.75117
H 0.98694 -1.37900 0.05547
*
```

Largest force on an atom in hartree/bohr: 0.113
Gap between HOMO and LUMO (alpha / beta) in eV: 7.676 / 7.320

***

Entry 3:
Density functional theory data (ωB97M-V/def2-TZVPD) for a cluster of 2 separate species, C4H14NO in total at a distorted geometry.

The geometry in ORCA input format:
```
! wB97M-V def2-TZVPD RIJCOSX def2/J DEFGRID3
* xyz 1 1
C -1.66181 0.51931 -2.39843
O -1.16805 1.05095 -1.14649
H -1.47139 1.22884 -3.21592
H -1.07511 -0.35965 -2.55763
H -2.73902 0.26301 -2.31691
H -1.73734 1.77106 -0.87043
C -0.30982 -0.06168 2.47485
C 0.93528 -0.01512 1.60242
N 0.60378 -0.56615 0.25385
C 1.81167 -0.94094 -0.54460
H -0.60192 -1.04074 2.58684
H -0.13357 0.31232 3.50467
H -1.09022 0.47678 2.01406
H 1.30332 1.00277 1.45374
H 1.67933 -0.60725 2.02913
H -0.04079 0.07288 -0.30394
H 0.11992 -1.49304 0.41964
H 2.26498 -0.01870 -0.90834
H 1.47608 -1.59280 -1.36730
H 2.51182 -1.46946 0.12199
*
```

Largest force on an atom in hartree/bohr: 0.050
Gap between HOMO and LUMO in eV: 12.069

***

Entry 4:
Density functional theory data (ωB97M-V/def2-TZVPD) for a cluster of 9 separate species, C22H67N5O9 in total.

The geometry in ORCA input format:
```
! wB97M-V def2-TZVPD RIJCOSX def2/J DEFGRID3
* xyz 0 1
C 3.53951 -16.38337 -17.63550
C 3.25728 -17.31403 -18.79020
O 1.97338 -17.01706 -19.36197
H 4.60189 -16.46414 -17.38117
H 3.03802 -16.67388 -16.70883
H 3.32397 -15.35111 -17.89744
H 3.34252 -18.37095 -18.50872
H 4.04499 -17.18190 -19.54133
H 2.01431 -17.17828 -20.30914
O -0.79870 -15.80784 -19.51392
H -1.40442 -16.32647 -18.90479
H 0.08946 -15.98411 -19.17812
O 0.54469 -18.41198 -17.11311
H 0.47209 -19.28282 -17.51615
H 1.15571 -17.92270 -17.68146
O -1.81298 -13.44955 -18.12752
H -1.35230 -13.56466 -17.28344
H -1.68329 -14.30462 -18.56301
C -4.19847 -14.97271 -21.21326
C -3.46600 -15.97196 -22.07679
C -4.09510 -16.11302 -23.43460
O -3.30838 -16.96653 -24.24013
C -4.02864 -17.76870 -25.14664
N -2.06565 -15.54519 -22.21100
H -4.09854 -13.93941 -21.53907
H -3.80752 -15.00192 -20.19110
H -5.26218 -15.22492 -21.11824
H -3.48289 -16.97122 -21.60479
H -4.22698 -15.13663 -23.92496
H -5.10922 -16.53302 -23.33519
H -4.93830 -18.15763 -24.67548
H -3.35465 -18.56344 -25.45633
H -4.32184 -17.19743 -26.03753
H -1.60979 -15.68289 -21.30903
H -1.59976 -16.16116 -22.87143
C -1.39045 -18.94092 -21.15696
C -2.47535 -19.96966 -20.87006
C -2.27336 -21.25143 -21.67040
O -2.03293 -21.04293 -23.05053
C -3.19129 -20.69356 -23.76934
N -2.54351 -20.22890 -19.41176
H -0.41168 -19.29591 -20.80764
H -1.57698 -18.01863 -20.60603
H -1.33986 -18.69902 -22.21620
H -3.42550 -19.47894 -21.10833
H -3.12668 -21.94055 -21.55536
H -1.39695 -21.77532 -21.27086
H -3.86616 -21.55625 -23.86885
H -2.86917 -20.42367 -24.77290
H -3.74414 -19.86825 -23.31434
H -3.35535 -20.81994 -19.23754
H -1.75318 -20.81777 -19.14517
C 2.69361 -9.22727 -21.50550
C 2.93574 -10.70914 -21.77223
C 1.91624 -11.54858 -21.03634
O 2.32071 -12.89587 -21.13783
C 1.43815 -13.80316 -20.53023
N 2.89971 -10.96021 -23.22484
H 3.39631 -8.64559 -22.09794
H 2.83642 -9.02487 -20.44351
H 1.67787 -8.94012 -21.78726
H 3.91150 -10.98168 -21.36244
H 0.93632 -11.41344 -21.52850
H 1.78616 -11.26052 -19.98215
H 1.51643 -14.75796 -21.04770
H 0.41916 -13.40921 -20.54077
H 1.70957 -14.00616 -19.48235
H 3.03197 -11.95591 -23.38411
H 1.94522 -10.77676 -23.52994
C -2.85414 -16.39560 -15.90262
C -3.28792 -17.32081 -17.00844
C -4.45385 -16.73383 -17.78981
O -5.62818 -16.85407 -17.02637
C -6.74685 -16.30857 -17.67104
N -2.18221 -17.54857 -17.95744
H -2.00143 -16.78015 -15.34021
H -3.69197 -16.17988 -15.23683
H -2.56426 -15.42095 -16.31653
H -3.61983 -18.28572 -16.59449
H -4.55230 -17.25263 -18.75331
H -4.22278 -15.66821 -17.94761
H -6.94727 -16.81937 -18.62451
H -6.63268 -15.23219 -17.86547
H -7.62618 -16.42148 -17.03819
H -2.32015 -18.40792 -18.50837
H -1.33662 -17.77207 -17.41662
C -2.04445 -12.01460 -14.15197
C -2.15728 -13.51410 -13.98146
C -0.85460 -14.22401 -14.28765
O -0.59144 -14.12034 -15.66424
C 0.56544 -14.82835 -16.05616
N -2.65251 -13.81242 -12.63256
H -1.22265 -11.58970 -13.56030
H -2.96276 -11.52694 -13.82891
H -1.82076 -11.73361 -15.18177
H -2.92364 -13.87924 -14.67338
H -0.83509 -15.27077 -13.95437
H -0.02822 -13.72479 -13.74732
H 0.40820 -15.91402 -15.95336
H 1.40525 -14.56848 -15.40028
H 0.75936 -14.61015 -17.10263
H -2.62424 -14.80775 -12.44281
H -2.07739 -13.35366 -11.93292
*
```

Largest force on an atom in hartree/bohr: 0.019
Gap between HOMO and LUMO in eV: 8.756

***

Entry 5:
Density functional theory data (ωB97M-V/def2-TZVPD) for a structure of composition C4H6N2 at a distorted geometry.

The geometry in ORCA input format:
```
! wB97M-V def2-TZVPD RIJCOSX def2/J DEFGRID3
* xyz 0 1
C -1.40901 -0.71993 -0.22805
C -1.42495 0.59227 -0.28013
C 1.12542 -0.28612 -0.24020
C -0.10602 -0.61218 0.59853
N 0.90615 1.12982 -0.19086
N -0.32977 0.86958 0.59237
H -2.00703 -1.53552 -0.68730
H -1.96762 1.26792 -0.84736
H 2.04861 -0.63669 0.19278
H 1.31359 -0.56272 -1.32487
H 0.34543 -1.20754 1.83619
H 1.50518 1.70112 0.57889
*
```

Largest force on an atom in hartree/bohr: 0.091
Gap between HOMO and LUMO in eV: 9.935

***

Entry 6:
Density functional theory data (ωB97M-V/def2-TZVPD) for an isolated molecule of C21H26FN3O2S.

The geometry in ORCA input format:
```
! wB97M-V def2-TZVPD RIJCOSX def2/J DEFGRID3
* xyz 0 1
C -2.68778 1.61170 0.48207
C -1.48013 2.03620 -0.27844
C -0.59483 3.00982 0.08749
S 0.64431 3.16616 -1.12060
C -0.14334 1.89890 -2.03365
N -1.19215 1.42356 -1.46209
C 0.42601 1.38616 -3.30749
H 1.00489 2.16829 -3.79819
H -0.39038 1.07621 -3.96220
C 1.33742 0.18144 -3.03104
N 0.59124 -0.89435 -2.42810
C 0.59652 -2.15046 -2.91363
O 1.29916 -2.50733 -3.83612
C -0.30231 -3.12600 -2.15162
C -1.77326 -2.68186 -2.11499
C -2.39647 -2.96611 -0.74760
C -1.62257 -2.22623 0.31855
O -2.13351 -1.50545 1.15657
N -0.28444 -2.40960 0.23464
C 0.25507 -3.34023 -0.72642
H 0.02271 -4.36695 -0.41099
H 1.34184 -3.23749 -0.74219
C 0.56512 -1.77708 1.22285
H -0.00471 -1.73045 2.15550
H 1.45441 -2.38893 1.38291
C 0.95188 -0.34756 0.80933
C 1.39437 0.47570 1.98244
C 0.46696 0.83850 2.95447
C 0.84622 1.60214 4.04298
C 2.15835 2.02416 4.18120
C 3.06821 1.65870 3.20817
C 2.71035 0.89172 2.11438
H 3.45715 0.63413 1.37911
F 4.35172 2.06290 3.32512
H 2.47649 2.62363 5.01897
H 0.11727 1.87659 4.79072
H -0.55940 0.52037 2.84631
H 1.73165 -0.37726 0.04756
H 0.05919 0.11807 0.38914
H -3.43453 -2.63550 -0.71683
H -2.36834 -4.03716 -0.53370
H -2.33597 -3.20201 -2.89087
H -1.86005 -1.61168 -2.31557
H -0.21339 -4.07968 -2.67944
H -0.07485 -0.62868 -1.71708
H 1.76551 -0.20200 -3.96009
H 2.15414 0.49118 -2.36678
C -0.60118 3.87425 1.29822
H -0.71147 3.26969 2.19718
H -1.42627 4.58653 1.25654
H 0.33025 4.42990 1.36871
H -3.56114 1.66342 -0.16530
H -2.84178 2.25144 1.34528
H -2.58415 0.57861 0.81455
*
```

Largest force on an atom in hartree/bohr: 0.018
Gap between HOMO and LUMO in eV: 9.257

***

Please write out number 5 again, unchanged.
Density functional theory data (ωB97M-V/def2-TZVPD) for a structure of composition C4H6N2 at a distorted geometry.

The geometry in ORCA input format:
```
! wB97M-V def2-TZVPD RIJCOSX def2/J DEFGRID3
* xyz 0 1
C -1.40901 -0.71993 -0.22805
C -1.42495 0.59227 -0.28013
C 1.12542 -0.28612 -0.24020
C -0.10602 -0.61218 0.59853
N 0.90615 1.12982 -0.19086
N -0.32977 0.86958 0.59237
H -2.00703 -1.53552 -0.68730
H -1.96762 1.26792 -0.84736
H 2.04861 -0.63669 0.19278
H 1.31359 -0.56272 -1.32487
H 0.34543 -1.20754 1.83619
H 1.50518 1.70112 0.57889
*
```

Largest force on an atom in hartree/bohr: 0.091
Gap between HOMO and LUMO in eV: 9.935

***

- Among the records above, which one has the highest largest force on an atom?
  C3H6NOP

***

- Look up the largest force on an atom of the sixth one.
  0.018 hartree/bohr